No. 1
Computed, not measured: the ion C4HN2O4 with charge -1, with ωB97M-V/def2-TZVPD.

```
11
Properties=species:S:1:pos:R:3:forces:R:3
C -1.113046 -0.572906 -0.598991 1.071 0.107 2.536
C -0.947001 -0.630512 0.947061 0.213 0.815 -3.809
C -2.356386 -1.451229 -0.768633 0.093 -0.027 -1.658
C 0.241292 -0.051118 1.495083 1.890 0.074 1.012
N -1.890208 -1.396682 1.393257 -0.268 0.489 0.859
N -2.788329 -1.726588 0.464245 -1.350 -1.618 0.616
O 1.017242 0.632066 0.583953 0.224 1.172 -0.321
O -2.791217 -1.843205 -1.853209 0.127 0.507 0.842
O 0.717874 -0.178495 2.614023 -0.877 0.101 -0.878
O -0.362106 -0.035739 -1.377702 -0.839 -0.052 -1.253
H 0.695135 0.922204 -0.339555 -0.284 -1.567 2.054
```
Forces are in eV/Å.

Properties
E: -15334.459 eV
structure (SMILES): O=C(O)C1=C([O-])C(=O)N=N1
energy relative to the best compared isomer or geometry (same formula, charge and spin): 0.0 kJ/mol
multiplicity: 1
E_HOMO (spin up / spin down): -4.7 / -4.7 eV
maximum force: 3.90 eV/Å
M: 141.1 g mol⁻¹
charge: -1
E_LUMO (spin up / spin down): 2.6 / 2.6 eV

Atom charges from the natural (NBO) analysis, given in e for atoms 1 to 8:
1 C 0.47
2 C -0.21
3 C 0.50
4 C 0.75
5 N -0.08
6 N -0.46
7 O -0.75
8 O -0.58


No. 2
Computed, not measured: the molecule C4HNO2, with ωB97M-V/def2-TZVPD.

```
8
Properties=species:S:1:pos:R:3:forces:R:3
C -1.548397 -0.279449 0.003289 0.503 -3.217 -0.108
C -0.059750 -0.228125 0.003193 0.447 0.062 0.016
C 1.149122 -0.205184 -0.005508 -0.356 -0.265 0.017
C 2.546969 -0.231981 -0.007215 -0.131 0.415 0.017
H -1.493290 1.566445 0.022690 -0.144 0.301 -0.026
N 3.698587 -0.148444 -0.001783 -0.601 -0.213 -0.014
O -2.154722 0.863954 -0.009901 -0.506 1.717 0.057
O -2.138518 -1.337215 -0.004766 0.790 1.199 0.042
```
Forces are in eV/Å.

Properties
E: -9746.694 eV
structure (SMILES): N#CC#CC(=O)O
energy relative to the best compared isomer or geometry (same formula, charge and spin): 0.0 kJ/mol
multiplicity: 1
E_HOMO: -11.3 eV
maximum force: 3.26 eV/Å
M: 95.1 g mol⁻¹
charge: 0
E_LUMO: -0.8 eV

Taken from the natural (NBO) analysis, the atomic charges in e are:
1 C 0.72
2 C -0.03
3 C -0.07
4 C 0.21
5 H 0.50
6 N -0.21
7 O -0.61
8 O -0.50


No. 3
Computed, not measured: a cluster of 2 separate species, C4HNO3 in total, with ωB97M-V/def2-TZVPD.

```
9
Properties=species:S:1:pos:R:3:forces:R:3
C -0.031140 -0.336026 1.763628 2.025 0.826 2.262
C -0.222463 -0.644897 0.586479 -0.764 -0.251 -0.781
C 3.459943 -0.839057 -0.677308 2.113 2.764 -0.899
C 5.401325 0.606946 0.111008 -2.072 -0.431 -0.345
N 4.180893 0.176589 -0.625722 -3.202 -3.316 -0.684
O 5.652431 1.759095 -0.172333 1.530 1.526 0.067
O 2.756450 -1.728244 -0.994512 0.288 0.127 0.583
O 5.805530 -0.255513 0.865014 1.655 -0.682 1.196
H 0.680031 -0.031876 2.605332 -1.574 -0.564 -1.399
```
Forces are in eV/Å.

Properties
E: -11793.512 eV
energy relative to the best compared isomer or geometry (same formula, charge and spin): 48.7 kJ/mol
multiplicity: 1
E_HOMO: -0.8 eV
maximum force: 4.66 eV/Å
M: 111.1 g mol⁻¹
charge: -2
E_LUMO: 6.5 eV

Atom charges from the natural (NBO) analysis, given in e for atoms 1 to 8:
1 C -0.77
2 C -0.41
3 C 0.86
4 C 0.88
5 N -0.68
6 O -0.75
7 O -0.56
8 O -0.76


No. 4
Computed, not measured: a cluster of 2 separate species, C4HO3 in total, with ωB97M-V/def2-TZVPD.

```
8
Properties=species:S:1:pos:R:3:forces:R:3
C -0.182124 0.393326 0.084613 0.811 0.795 -0.010
C 0.887955 0.983672 0.069775 -2.472 -0.386 0.011
C 2.271539 1.155718 0.034685 2.643 -1.438 0.139
C 2.844125 -0.868970 -0.010702 -0.108 2.050 -0.194
O 3.013698 -1.149111 -1.161685 0.089 -0.389 -0.626
O 2.984257 2.145046 0.060518 -0.689 -0.147 -0.063
O 2.867209 -1.275554 1.111696 -0.029 -0.373 0.732
H -1.102986 -0.121540 0.095742 -0.245 -0.113 0.011
```
Forces are in eV/Å.

Properties
E: -10304.926 eV
energy relative to the best compared isomer or geometry (same formula, charge and spin): 82.8 kJ/mol
multiplicity: 1
E_HOMO: -2.7 eV
maximum force: 3.01 eV/Å
M: 97.0 g mol⁻¹
charge: -1
E_LUMO: 4.1 eV

Taken from the natural (NBO) analysis, the atomic charges in e are:
1 C -0.28
2 C -0.15
3 C 0.29
4 C 0.88
5 O -0.68
6 O -0.60
7 O -0.68
8 H 0.21


Please write out number 1 again, unchanged.
Computed, not measured: the ion C4HN2O4 with charge -1, with ωB97M-V/def2-TZVPD.

```
11
Properties=species:S:1:pos:R:3:forces:R:3
C -1.113046 -0.572906 -0.598991 1.071 0.107 2.536
C -0.947001 -0.630512 0.947061 0.213 0.815 -3.809
C -2.356386 -1.451229 -0.768633 0.093 -0.027 -1.658
C 0.241292 -0.051118 1.495083 1.890 0.074 1.012
N -1.890208 -1.396682 1.393257 -0.268 0.489 0.859
N -2.788329 -1.726588 0.464245 -1.350 -1.618 0.616
O 1.017242 0.632066 0.583953 0.224 1.172 -0.321
O -2.791217 -1.843205 -1.853209 0.127 0.507 0.842
O 0.717874 -0.178495 2.614023 -0.877 0.101 -0.878
O -0.362106 -0.035739 -1.377702 -0.839 -0.052 -1.253
H 0.695135 0.922204 -0.339555 -0.284 -1.567 2.054
```
Forces are in eV/Å.

Properties
E: -15334.459 eV
structure (SMILES): O=C(O)C1=C([O-])C(=O)N=N1
energy relative to the best compared isomer or geometry (same formula, charge and spin): 0.0 kJ/mol
multiplicity: 1
E_HOMO (spin up / spin down): -4.7 / -4.7 eV
maximum force: 3.90 eV/Å
M: 141.1 g mol⁻¹
charge: -1
E_LUMO (spin up / spin down): 2.6 / 2.6 eV

Atom charges from the natural (NBO) analysis, given in e for atoms 1 to 8:
1 C 0.47
2 C -0.21
3 C 0.50
4 C 0.75
5 N -0.08
6 N -0.46
7 O -0.75
8 O -0.58


Repeat the first record exactly.
Computed, not measured: the ion C4HN2O4 with charge -1, with ωB97M-V/def2-TZVPD.

```
11
Properties=species:S:1:pos:R:3:forces:R:3
C -1.113046 -0.572906 -0.598991 1.071 0.107 2.536
C -0.947001 -0.630512 0.947061 0.213 0.815 -3.809
C -2.356386 -1.451229 -0.768633 0.093 -0.027 -1.658
C 0.241292 -0.051118 1.495083 1.890 0.074 1.012
N -1.890208 -1.396682 1.393257 -0.268 0.489 0.859
N -2.788329 -1.726588 0.464245 -1.350 -1.618 0.616
O 1.017242 0.632066 0.583953 0.224 1.172 -0.321
O -2.791217 -1.843205 -1.853209 0.127 0.507 0.842
O 0.717874 -0.178495 2.614023 -0.877 0.101 -0.878
O -0.362106 -0.035739 -1.377702 -0.839 -0.052 -1.253
H 0.695135 0.922204 -0.339555 -0.284 -1.567 2.054
```
Forces are in eV/Å.

Properties
E: -15334.459 eV
structure (SMILES): O=C(O)C1=C([O-])C(=O)N=N1
energy relative to the best compared isomer or geometry (same formula, charge and spin): 0.0 kJ/mol
multiplicity: 1
E_HOMO (spin up / spin down): -4.7 / -4.7 eV
maximum force: 3.90 eV/Å
M: 141.1 g mol⁻¹
charge: -1
E_LUMO (spin up / spin down): 2.6 / 2.6 eV

Atom charges from the natural (NBO) analysis, given in e for atoms 1 to 8:
1 C 0.47
2 C -0.21
3 C 0.50
4 C 0.75
5 N -0.08
6 N -0.46
7 O -0.75
8 O -0.58


> charge of number 4 (C4HO3)?

-1